Entry 1:
Below is a structure of composition C25H21BF6HfN12O4S2 at a distorted geometry, with properties calculated with the ωB97M-V functional and the def2-TZVPD basis.

XYZ file:
```
72
Properties=species:S:1:pos:R:3:forces:R:3
Hf 0.5779 0.2346 0.2813 -2.32 -0.18 0.31
C -3.7857 1.3609 0.2237 0.04 0.08 -0.02
C -2.4753 1.7681 0.4237 -0.01 0.06 0.05
N -1.6345 0.7281 0.3098 -0.28 -0.05 -0.32
N -2.4087 -0.3612 0.0536 -0.17 0.26 0.08
C -3.6958 0.0012 -0.0146 -0.01 0.11 -0.12
B -1.7899 -1.7835 0.0048 -0.82 -0.70 -0.14
N -0.9024 -1.8077 -1.2841 -0.18 -0.16 -0.26
C -0.8516 -2.6236 -2.3478 -0.10 0.14 0.08
C -0.0179 -2.0692 -3.3092 0.06 0.13 0.05
C 0.4418 -0.8975 -2.7490 -0.16 -0.09 -0.23
N -0.1069 -0.7140 -1.5292 -0.05 -0.29 -0.42
N -0.9700 -1.9068 1.3386 -0.02 0.09 0.10
C -0.9786 -2.9572 2.1746 0.12 -0.01 -0.02
C -0.4341 -2.5699 3.3839 0.11 0.10 0.04
C -0.0942 -1.2369 3.2065 -0.11 -0.21 0.11
N -0.4098 -0.8268 1.9695 0.21 -0.24 0.40
N -2.8751 -2.8348 0.0503 0.10 0.42 0.08
C -3.8950 -2.9159 0.9637 -0.13 0.08 0.14
C -4.5635 -4.0849 0.7491 0.19 -0.26 0.00
C -3.8606 -4.7019 -0.3143 -0.06 0.23 0.23
N -2.8571 -3.9525 -0.7116 0.35 -0.19 -0.56
H -4.6788 1.9605 0.2544 0.01 0.00 0.03
H -2.1178 2.7535 0.6819 0.04 -0.02 -0.01
H -4.4686 -0.7138 -0.2463 0.05 -0.02 0.06
H -1.4248 -3.5322 -2.3598 -0.09 -0.11 0.12
H 0.2305 -2.4821 -4.2711 -0.01 -0.01 0.00
H 1.1238 -0.1708 -3.1632 0.05 -0.02 0.08
H -1.3813 -3.9130 1.8777 -0.11 0.06 -0.06
H -0.3238 -3.1613 4.2765 -0.03 -0.01 -0.02
H 0.2892 -0.5581 3.9510 0.07 0.02 -0.09
H -4.0703 -2.1485 1.7028 0.04 -0.01 -0.03
H -5.3967 -4.4919 1.2964 -0.05 0.13 -0.02
H -4.0522 -5.6518 -0.7850 0.01 -0.01 -0.03
C -2.1715 4.3185 -3.3956 -0.03 -0.05 -0.04
C -1.5406 5.1212 -2.4172 0.17 0.17 0.26
C -0.7017 4.5499 -1.5100 0.05 0.06 0.00
C -0.4808 3.1340 -1.5435 -0.05 0.40 -0.25
C -1.1308 2.3317 -2.5248 -0.06 -0.15 -0.14
C -1.9447 2.9244 -3.4445 0.02 -0.23 -0.02
N 0.3237 2.5177 -0.6098 0.43 -0.62 0.97
N 1.0862 3.2890 0.0513 -0.02 1.21 -0.64
C 1.7542 2.8796 1.1659 -0.04 -0.12 0.38
C 2.6607 3.7930 1.7061 -0.20 0.02 -0.24
C 3.2624 3.5026 2.9247 0.05 -0.27 0.23
C 2.9634 2.2958 3.5292 0.18 0.40 -0.04
C 2.0994 1.4008 2.8883 -0.25 -0.24 -0.15
N 1.4702 1.6782 1.7528 0.51 0.84 0.19
H -2.8388 4.7776 -4.1158 0.02 0.01 -0.02
H -1.7196 6.1879 -2.3919 -0.03 -0.01 -0.05
H -0.1986 5.1398 -0.7573 -0.03 0.04 -0.03
H -0.9525 1.2649 -2.5439 -0.04 0.02 0.06
H -2.4241 2.3327 -4.2128 -0.01 0.01 0.01
H 2.8692 4.7094 1.1699 -0.10 0.02 0.01
H 3.9417 4.2065 3.3874 0.02 -0.01 -0.02
H 3.3998 2.0293 4.4825 -0.01 -0.07 -0.02
H 1.9425 0.4150 3.3020 -0.03 0.03 0.03
F 4.8961 2.0442 -0.8756 0.00 0.03 0.01
C 4.8835 0.8147 -1.3630 -0.27 -0.13 -0.20
F 4.5816 0.8239 -2.6421 0.10 0.02 -0.02
F 6.0002 0.1937 -1.1242 0.05 -0.04 0.04
S 3.4937 -0.0517 -0.4636 0.79 -0.37 0.41
O 2.2462 0.6435 -0.9369 0.48 0.49 -0.43
O 3.6089 0.1265 0.9551 0.64 0.32 0.00
N 3.5419 -1.5248 -0.9752 0.24 0.10 -0.04
S 2.4607 -2.4635 -0.3139 -0.33 -0.15 -0.12
O 1.8073 -3.3447 -1.1994 0.33 -0.27 -0.07
O 1.5232 -1.5627 0.4490 0.58 -0.86 0.36
C 3.1905 -3.4181 1.1240 -0.06 0.30 0.34
F 4.2389 -4.1015 0.7746 0.07 0.00 -0.23
F 2.2199 -4.1997 1.5533 0.04 0.00 -0.04
F 3.4961 -2.5184 2.0564 0.05 -0.22 -0.13
```
Forces are in eV/Å.

Calculated values
Kohn-Sham gap (spin up / spin down) = 4.60 / 2.79 eV
Energy relative to the best compared isomer or geometry (same formula, charge and spin) = 0.926 eV
LUMO energy (spin up / spin down) = -0.4183 / -0.4847 Eh
Total charge = +3
2S+1 = 2


Entry 2:
Below is a cluster of 2 separate species, C10H22BNO in total at a distorted geometry, with properties calculated with the ωB97M-V functional and the def2-TZVPD basis.

XYZ file:
```
35
Properties=species:S:1:pos:R:3:forces:R:3
B -0.8499 -0.4344 0.2295 0.61 -0.41 0.63
C 2.1463 -2.0174 -1.0401 -3.84 0.37 -0.50
C 1.9913 -0.8363 -0.4820 3.01 -0.84 -1.02
C -3.9148 -1.7091 0.4812 -1.04 -2.57 0.39
C -2.7057 2.2081 -1.0297 0.27 1.22 -3.00
C 2.5668 -0.1638 1.7096 2.26 -1.12 3.02
C 2.3331 1.5642 -0.0618 0.57 1.25 -1.96
C 4.3313 0.0749 -0.0332 -1.28 -0.70 -0.81
C -3.2368 -0.3457 0.8167 -1.94 -2.08 -1.32
C -2.5230 0.6941 -1.2499 -1.29 -0.56 1.83
C 2.7754 0.1405 0.2758 1.30 1.35 -0.37
N -2.1750 -0.0951 -0.0420 2.65 1.37 -1.94
O 0.1696 -0.1302 -0.6553 -3.58 -0.08 1.26
H -0.5957 -1.0517 1.3744 -0.07 0.93 -1.88
H 1.2044 -2.5244 -1.5503 2.12 1.04 0.55
H 2.9568 -2.6175 -0.8095 1.65 -1.56 0.33
H -3.3188 -2.6982 0.5297 -0.12 1.78 1.06
H -4.8857 -1.8938 1.0992 1.65 0.40 -1.08
H -4.1535 -1.9181 -0.5900 -0.33 1.36 0.44
H -2.7755 2.5082 -0.0143 0.32 0.05 1.04
H -1.9246 2.9159 -1.6081 -1.60 -1.81 1.45
H -3.7147 2.4599 -1.4556 0.95 0.06 0.19
H 2.7925 -1.2641 1.8241 -1.41 0.67 0.13
H 1.6276 0.2502 2.1361 0.62 -0.80 -0.13
H 3.4947 0.1227 2.3764 -1.79 0.58 -1.23
H 2.7513 1.7900 -1.0897 -0.55 -0.26 0.74
H 1.2395 1.6682 -0.1893 0.75 0.17 0.62
H 2.8265 2.3680 0.5286 -0.61 -0.73 0.22
H 4.8634 0.9268 0.4419 -0.33 -0.63 -0.27
H 4.3280 0.1811 -1.1702 0.82 -0.48 1.49
H 4.6825 -0.9236 0.3788 0.05 1.22 -0.89
H -3.9929 0.3912 0.6256 -0.51 0.61 0.39
H -2.8763 -0.2723 1.7880 0.11 -0.16 2.04
H -3.4739 0.2288 -1.4547 -0.81 0.39 -0.57
H -1.9642 0.4032 -2.0899 1.40 -0.02 -0.87
```
Forces are in eV/Å.

Calculated values
Kohn-Sham gap (spin up / spin down) = 6.91 / 6.31 eV
LUMO energy (spin up / spin down) = 0.0302 / -0.1010 Eh
2S+1 = 3


Entry 3:
Below is the molecule C2Cl2F2 at a distorted geometry, with properties calculated with the ωB97M-V functional and the def2-TZVPD basis.

XYZ file:
```
6
Properties=species:S:1:pos:R:3:forces:R:3
F 0.6730 1.7873 0.0989 -0.37 -1.20 -0.56
C 0.6128 0.4486 -0.0747 -2.74 -0.81 1.44
Cl 2.1478 -0.3274 -0.0508 -0.43 0.33 -0.10
C -0.5597 -0.3156 0.0852 1.24 3.14 -1.10
F -0.3906 -1.6038 0.0929 -0.42 -1.04 -0.02
Cl -2.3161 0.1833 -0.0544 2.71 -0.42 0.34
```
Forces are in eV/Å.

Calculated values
SMILES = F/C(Cl)=C(/F)Cl
Kohn-Sham gap = 9.97 eV
Energy relative to the best compared isomer or geometry (same formula, charge and spin) = 0.676 eV
LUMO energy = 0.0135 Eh


Entry 4:
Below is the molecule C5H8S at a distorted geometry, with properties calculated with the ωB97M-V functional and the def2-TZVPD basis.

XYZ file:
```
14
Properties=species:S:1:pos:R:3:forces:R:3
C 0.1826 0.0248 -1.6245 2.70 0.81 -3.73
C 0.1604 1.1061 -0.6485 -1.28 0.51 0.63
S 0.5431 2.6677 -0.9024 0.01 -0.31 -0.20
C -0.2526 0.6482 0.6757 0.22 -3.80 -0.32
C -0.8928 -0.8392 0.8092 1.04 2.42 2.93
C 0.5601 -0.4647 1.3706 -2.70 -0.78 -2.42
H -0.4734 -0.8499 -1.6281 0.15 0.68 0.32
H 0.2983 0.4690 -2.7024 -0.48 -0.87 1.91
H 1.2511 -0.2540 -1.4162 -0.63 -0.77 -0.46
H -0.6312 1.4109 1.2615 -0.79 1.12 1.38
H -0.9990 -1.5689 0.0167 0.12 0.44 0.09
H -1.6581 -0.8895 1.6311 0.76 0.00 -1.13
H 1.2595 -0.9903 0.7267 0.50 0.42 0.56
H 0.6521 -0.4702 2.4307 0.37 0.13 0.45
```
Forces are in eV/Å.

Calculated values
SMILES = CC(=S)C1CC1
Kohn-Sham gap = 8.63 eV
Energy relative to the best compared isomer or geometry (same formula, charge and spin) = 2.002 eV
LUMO energy = 0.0063 Eh